{
  "formula": "C2H8N2P2",
  "method": "ωB97M-V/def2-TZVPD",
  "elements": ["C", "P", "N", "P", "H", "H", "H", "H", "H", "C", "N", "H", "H", "H"],
  "xyz": [[0.79, -2.50, -0.76], [0.25, -2.00, 0.70], [0.79, -0.43, 0.73], [1.79, 0.59, -0.19], [0.76, -3.51, -0.98], [1.62, -1.99, -1.31], [0.56, 0.06, 1.54], [1.06, 1.64, -0.04], [2.62, 1.01, 0.86], [-2.68, 0.93, 0.01], [-1.50, 0.70, -0.33], [-2.93, 1.01, 1.07], [-3.70, 1.05, -0.60], [-1.21, 0.66, -1.36]],
  "nbo_charge": [-1.01, 0.98, -1.23, 0.55, 0.22, 0.23, 0.39, -0.07, -0.06, -0.02, -0.63, 0.15, 0.14, 0.36],
  "homo_energy_ha": -0.305,
  "orbital_gap_ev": 9.26,
  "max_force_ev_per_a": 3.69,
  "charge": 0,
  "multiplicity": 1,
  "e_lumo_ha": 0.035
}

=====

{
  "formula": "C2H8N2S",
  "method": "ωB97M-V/def2-TZVPD",
  "elements": ["C", "C", "N", "N", "S", "H", "H", "H", "H", "H", "H", "H", "H"],
  "xyz": [[-1.63, 0.13, 0.57], [1.41, -1.03, -0.48], [-0.97, 0.03, -0.66], [0.72, 0.13, 0.02], [1.40, 1.59, -0.22], [-1.40, -0.83, 1.13], [-1.43, 1.01, 1.10], [-2.65, 0.07, 0.37], [1.83, -0.83, -1.50], [2.28, -1.31, 0.21], [0.59, -1.80, -0.34], [-1.02, 0.95, -1.22], [0.87, 1.89, 1.03]],
  "nbo_charge": [-0.42, -0.44, -0.46, -0.53, 0.20, 0.20, 0.17, 0.20, 0.18, 0.21, 0.23, 0.34, 0.13],
  "homo_energy_ha": -0.308,
  "orbital_gap_ev": 9.24,
  "max_force_ev_per_a": 4.71,
  "charge": 0,
  "multiplicity": 1,
  "e_lumo_ha": 0.031
}

=====

{
  "formula": "C2H8N2S2",
  "method": "ωB97M-V/def2-TZVPD",
  "elements": ["H", "N", "S", "C", "S", "C", "N", "H", "H", "H", "H", "H", "H", "H"],
  "xyz": [[2.70, -0.86, 2.19], [2.30, 0.18, 1.98], [0.40, -0.09, 1.54], [0.06, 1.56, 0.84], [0.24, -0.95, -0.91], [-1.56, -1.55, -0.96], [0.20, 0.45, -1.73], [1.15, 0.71, -1.79], [-0.21, 1.33, -0.29], [1.07, 2.20, 0.77], [-0.70, 2.05, 1.46], [-1.45, -2.63, -0.81], [-1.94, -1.30, -2.01], [-2.28, -1.11, -0.28]],
  "nbo_charge": [0.32, -0.82, 0.47, -0.82, 0.72, -0.76, -0.96, 0.35, 0.28, 0.26, 0.24, 0.23, 0.25, 0.24],
  "homo_energy_ha": [-0.304, -0.266],
  "orbital_gap_ev": [7.75, 6.49],
  "max_force_ev_per_a": 4.63,
  "charge": 0,
  "multiplicity": 1,
  "e_lumo_ha": [-0.019, -0.028]
}

=====

{
  "formula": "C2H8N2S2",
  "method": "ωB97M-V/def2-TZVPD",
  "elements": ["H", "N", "C", "N", "H", "H", "H", "C", "S", "S", "H", "H", "H", "H"],
  "xyz": [[-2.61, -1.17, -0.19], [-2.12, -0.34, 0.06], [-1.89, 0.06, 1.24], [-2.02, 1.38, 1.54], [-1.64, -0.66, 2.04], [-2.00, 1.93, 0.69], [-2.23, 1.70, 2.46], [0.33, 0.84, -1.66], [1.11, 0.47, -0.08], [1.70, -1.49, -0.33], [-0.03, -0.02, -2.21], [-0.54, 1.44, -1.44], [1.11, 1.30, -2.28], [1.55, -1.43, -1.67]],
  "nbo_charge": [0.38, -0.83, 0.33, -0.83, 0.15, 0.40, 0.40, -0.75, 0.07, -0.15, 0.23, 0.24, 0.22, 0.13],
  "homo_energy_ha": -0.287,
  "orbital_gap_ev": 8.53,
  "max_force_ev_per_a": 1.92,
  "charge": 0,
  "multiplicity": 1,
  "e_lumo_ha": 0.026
}

=====

{
  "formula": "C2H8N3",
  "method": "ωB97M-V/def2-TZVPD",
  "elements": ["C", "N", "H", "H", "H", "H", "N", "C", "N", "H", "H", "H", "H"],
  "xyz": [[1.86, -1.11, 1.96], [0.71, -1.13, 1.39], [2.25, -0.27, 2.43], [2.53, -1.91, 1.82], [0.57, -2.05, 0.92], [0.61, 0.12, -1.94], [-1.21, 0.59, 0.06], [-1.04, 1.07, -1.18], [-0.27, 0.63, -2.12], [-0.55, 0.83, 0.80], [-2.15, 0.59, 0.50], [-1.97, 1.57, -1.58], [-0.75, 0.71, -2.99]],
  "nbo_charge": [0.00, -0.67, 0.17, 0.16, 0.35, 0.45, -0.76, 0.43, -0.67, 0.46, 0.44, 0.21, 0.44],
  "homo_energy_ha": -0.507,
  "orbital_gap_ev": 9.01,
  "max_force_ev_per_a": 4.56,
  "charge": 1,
  "multiplicity": 1,
  "e_lumo_ha": -0.176
}

=====

{
  "formula": "C2H8N3",
  "method": "ωB97M-V/def2-TZVPD",
  "elements": ["C", "N", "N", "C", "N", "H", "H", "H", "H", "H", "H", "H", "H"],
  "xyz": [[0.02, -1.76, 0.82], [-0.43, -0.95, -0.32], [-0.15, 0.29, -0.47], [0.54, 1.18, 0.36], [-0.85, 0.95, -1.45], [0.51, -2.61, 0.36], [0.74, -1.35, 1.62], [-0.89, -2.26, 1.12], [0.27, 1.16, 1.46], [0.37, 2.22, 0.10], [1.64, 1.11, 0.31], [-0.53, 1.85, -1.82], [-1.25, 0.17, -2.11]],
  "nbo_charge": [-0.51, -0.03, 0.16, -0.51, -0.58, 0.27, 0.24, 0.27, 0.28, 0.26, 0.27, 0.43, 0.43],
  "homo_energy_ha": -0.564,
  "orbital_gap_ev": 10.02,
  "max_force_ev_per_a": 4.51,
  "charge": 1,
  "multiplicity": 1,
  "e_lumo_ha": -0.196
}

=====

{
  "formula": "C2H8N3",
  "method": "ωB97M-V/def2-TZVPD",
  "elements": ["C", "C", "N", "N", "N", "H", "H", "H", "H", "H", "H", "H", "H"],
  "xyz": [[0.45, -1.48, 1.82], [0.08, 1.69, -1.45], [1.13, -0.98, 0.95], [-0.14, 0.70, -0.70], [-1.30, 0.05, -0.82], [-0.60, -1.11, 2.27], [-0.71, 2.10, -2.15], [0.90, -2.37, 2.42], [1.08, 2.16, -1.54], [0.59, 0.01, -0.17], [-1.73, 0.03, 0.09], [-1.86, 0.48, -1.55], [2.09, -1.29, 0.84]],
  "nbo_charge": [0.04, 0.01, -0.67, -0.26, -0.59, 0.20, 0.22, 0.19, 0.24, 0.46, 0.39, 0.38, 0.40],
  "homo_energy_ha": -0.544,
  "orbital_gap_ev": 10.55,
  "max_force_ev_per_a": 6.67,
  "charge": 1,
  "multiplicity": 1,
  "e_lumo_ha": -0.156
}

=====

{
  "formula": "C2H8N3",
  "method": "ωB97M-V/def2-TZVPD",
  "elements": ["C", "N", "C", "N", "N", "H", "H", "H", "H", "H", "H", "H", "H"],
  "xyz": [[-0.98, 1.38, -0.56], [0.27, 0.67, -0.46], [0.42, -0.54, 0.25], [1.57, -1.16, 0.05], [-0.60, -1.08, 0.88], [-0.83, 2.29, -1.15], [-1.34, 1.63, 0.45], [-1.65, 0.84, -1.22], [1.04, 1.35, -0.31], [2.37, -0.70, -0.37], [1.73, -2.03, 0.56], [-0.51, -2.06, 1.11], [-1.48, -0.60, 0.75]],
  "nbo_charge": [-0.52, -0.11, 0.61, -0.60, -0.66, 0.31, 0.33, 0.31, 0.47, 0.47, 0.47, 0.47, 0.45],
  "homo_energy_ha": [-0.811, -0.796],
  "orbital_gap_ev": [12.76, 6.79],
  "max_force_ev_per_a": 2.82,
  "s_squared": 0.761,
  "charge": 2,
  "multiplicity": 2,
  "e_lumo_ha": [-0.342, -0.546]
}

=====

{
  "formula": "C2H8N3O",
  "method": "ωB97M-V/def2-TZVPD",
  "elements": ["N", "C", "O", "H", "H", "H", "H", "N", "C", "N", "H", "H", "H", "H"],
  "xyz": [[1.41, -0.37, -1.44], [1.40, 0.94, -0.85], [1.39, 1.02, 0.58], [2.25, -0.85, -1.16], [0.60, -0.92, -1.19], [2.37, 1.37, -1.12], [0.58, 1.54, -1.26], [-0.98, 0.38, 1.47], [-1.75, -0.58, 0.93], [-1.40, -1.30, -0.09], [-1.69, 0.90, 2.00], [0.48, 0.75, 0.98], [-2.69, -0.76, 1.47], [-1.99, -2.11, -0.31]],
  "nbo_charge": [-0.86, 0.08, -0.79, 0.35, 0.37, 0.16, 0.14, -0.44, 0.17, -0.51, 0.34, 0.47, 0.15, 0.36],
  "homo_energy_ha": [-0.323, -0.323],
  "orbital_gap_ev": [9.22, 5.93],
  "max_force_ev_per_a": 2.33,
  "s_squared": 0.787,
  "charge": 0,
  "multiplicity": 2,
  "e_lumo_ha": [0.016, -0.105]
}

=====

{
  "formula": "C2H8N3O2",
  "method": "ωB97M-V/def2-TZVPD",
  "elements": ["C", "C", "N", "N", "N", "O", "O", "H", "H", "H", "H", "H", "H", "H", "H"],
  "xyz": [[2.02, 0.23, -0.59], [2.38, -0.10, -1.77], [-1.96, -0.03, 0.18], [-1.12, -0.07, -0.70], [-0.26, 0.01, 2.26], [1.68, 0.55, 0.49], [-1.42, -0.09, -1.97], [1.68, -0.08, -2.58], [3.39, -0.40, -1.99], [-1.08, -0.01, 1.57], [-2.96, -0.02, -0.08], [-0.39, 0.76, 2.95], [0.59, 0.20, 1.68], [-0.17, -0.88, 2.74], [-2.38, -0.08, -2.20]],
  "nbo_charge": [0.75, -0.73, -0.45, 0.20, -0.92, -0.56, -0.47, 0.29, 0.29, 0.44, 0.34, 0.43, 0.46, 0.43, 0.47],
  "homo_energy_ha": -0.480,
  "orbital_gap_ev": 9.68,
  "max_force_ev_per_a": 1.48,
  "charge": 1,
  "multiplicity": 1,
  "e_lumo_ha": -0.124
}

=====

{
  "formula": "C2H8N3P",
  "method": "ωB97M-V/def2-TZVPD",
  "elements": ["C", "C", "N", "N", "N", "P", "H", "H", "H", "H", "H", "H", "H", "H"],
  "xyz": [[-2.43, 1.03, -0.24], [-1.23, 0.49, 0.51], [1.08, 0.27, -0.03], [3.52, -1.68, 0.25], [-0.08, 0.33, -0.39], [2.33, -1.95, -0.84], [-2.74, 0.33, -1.02], [-3.27, 1.16, 0.44], [-2.21, 1.99, -0.69], [-0.92, 1.15, 1.32], [-1.46, -0.49, 0.94], [3.30, -1.33, 1.17], [4.48, -1.54, -0.02], [-0.37, 0.22, -1.39]],
  "nbo_charge": [-0.63, -0.26, -0.26, -1.10, -0.23, 0.34, 0.21, 0.23, 0.21, 0.21, 0.21, 0.39, 0.38, 0.31],
  "homo_energy_ha": -0.237,
  "orbital_gap_ev": 6.74,
  "max_force_ev_per_a": 0.70,
  "charge": 0,
  "multiplicity": 1,
  "e_lumo_ha": 0.011
}

=====

{
  "formula": "C2H8N3S",
  "method": "ωB97M-V/def2-TZVPD",
  "elements": ["C", "C", "N", "N", "N", "S", "H", "H", "H", "H", "H", "H", "H", "H"],
  "xyz": [[0.49, -0.19, 0.45], [1.22, -0.29, -0.79], [0.84, 0.54, 1.42], [-2.52, 0.22, -1.11], [-1.71, -1.16, 0.69], [-2.63, 0.02, 0.48], [2.14, -0.84, -0.52], [1.71, 0.54, -1.10], [0.57, -0.70, -1.61], [1.93, 0.91, 1.40], [0.44, 0.48, 2.30], [-3.24, 0.97, -1.38], [-2.22, -0.62, -1.64], [-1.61, -1.70, 1.65]],
  "nbo_charge": [0.39, -0.77, -0.71, -1.03, -0.91, 1.10, 0.28, 0.25, 0.25, 0.38, 0.41, 0.45, 0.45, 0.46],
  "homo_energy_ha": [-0.458, -0.429],
  "orbital_gap_ev": [7.76, 6.67],
  "max_force_ev_per_a": 5.37,
  "charge": 1,
  "multiplicity": 1,
  "e_lumo_ha": [-0.172, -0.184]
}

=====

{
  "formula": "C2H8N4",
  "method": "ωB97M-V/def2-TZVPD",
  "elements": ["H", "N", "C", "N", "H", "H", "H", "H", "N", "C", "N", "H", "H", "H"],
  "xyz": [[0.61, 2.69, -1.14], [-0.21, 2.38, -0.63], [-0.31, 2.70, 0.59], [0.68, 3.17, 1.40], [-1.27, 2.49, 1.07], [1.64, 2.95, 1.18], [0.47, 3.32, 2.37], [-0.09, -4.11, 0.21], [0.30, -3.22, 0.55], [-0.14, -2.37, -0.28], [-0.43, -2.61, -1.63], [-0.24, -1.30, -0.10], [-1.31, -2.27, -1.97], [-0.13, -3.52, -1.96]],
  "nbo_charge": [0.34, -0.73, 0.29, -0.83, 0.16, 0.39, 0.39, 0.32, -0.69, 0.29, -0.84, 0.16, 0.39, 0.37],
  "homo_energy_ha": -0.344,
  "orbital_gap_ev": 10.36,
  "max_force_ev_per_a": 1.39,
  "charge": 0,
  "multiplicity": 1,
  "e_lumo_ha": 0.037
}

=====

{
  "formula": "C2H8N4O",
  "method": "ωB97M-V/def2-TZVPD",
  "elements": ["C", "N", "C", "N", "N", "O", "N", "H", "H", "H", "H", "H", "H", "H", "H"],
  "xyz": [[-2.01, 0.74, -0.90], [-1.47, -0.60, -0.85], [0.46, -0.53, 0.71], [2.07, 0.84, -0.25], [1.43, -1.27, 1.36], [-0.76, -0.93, 0.82], [0.75, 0.44, -0.11], [-2.20, -1.22, -0.49], [2.73, 0.16, -0.62], [2.12, 1.83, -0.45], [2.31, -0.80, 1.52], [1.09, -1.92, 2.06], [-2.35, 1.13, 0.07], [-2.89, 0.70, -1.57], [-1.26, 1.41, -1.31]],
  "nbo_charge": [-0.47, -0.19, 0.65, -0.74, -0.85, -0.48, -0.45, 0.34, 0.36, 0.38, 0.40, 0.39, 0.22, 0.22, 0.23],
  "homo_energy_ha": [-0.262, -0.262],
  "orbital_gap_ev": [6.85, 6.85],
  "max_force_ev_per_a": 4.10,
  "charge": 0,
  "multiplicity": 1,
  "e_lumo_ha": [-0.010, -0.010]
}

=====

{
  "formula": "C2H8N4O",
  "method": "ωB97M-V/def2-TZVPD",
  "elements": ["H", "N", "C", "N", "H", "H", "H", "C", "N", "N", "O", "H", "H", "H", "H"],
  "xyz": [[1.00, -1.82, -2.09], [0.26, -1.19, -1.80], [-0.48, -1.62, -0.87], [-1.42, -0.88, -0.16], [-0.49, -2.67, -0.55], [-2.22, -1.35, 0.24], [-1.74, 0.00, -0.55], [0.96, 1.27, 1.93], [0.61, 0.64, 0.68], [0.57, 1.45, -0.31], [-0.27, 1.40, -1.37], [0.58, 0.67, 2.75], [2.05, 1.25, 2.00], [0.68, 2.33, 1.95], [-0.09, 0.54, -1.86]],
  "nbo_charge": [0.37, -0.77, 0.33, -0.80, 0.15, 0.39, 0.40, -0.45, -0.22, 0.07, -0.58, 0.21, 0.21, 0.21, 0.49],
  "homo_energy_ha": -0.301,
  "orbital_gap_ev": 9.14,
  "max_force_ev_per_a": 5.68,
  "charge": 0,
  "multiplicity": 1,
  "e_lumo_ha": 0.035
}

=====

{
  "formula": "C2H8N4O",
  "method": "ωB97M-V/def2-TZVPD",
  "elements": ["H", "N", "C", "N", "H", "H", "H", "N", "C", "N", "O", "H", "H", "H", "H"],
  "xyz": [[-1.73, 0.33, -0.49], [-1.50, 0.56, 0.48], [-1.47, 1.81, 0.62], [-1.57, 2.43, 1.89], [-1.31, 2.55, -0.19], [-2.41, 3.00, 1.91], [-0.84, 3.14, 1.97], [1.03, -0.67, -0.35], [0.93, -1.96, -0.78], [2.13, -2.57, -1.10], [-0.11, -2.59, -0.77], [1.94, -0.41, 0.00], [0.23, -0.16, 0.03], [1.94, -3.45, -1.55], [2.74, -2.01, -1.68]],
  "nbo_charge": [0.36, -0.64, 0.30, -0.86, 0.12, 0.37, 0.36, -0.86, 0.77, -0.85, -0.65, 0.38, 0.42, 0.39, 0.37],
  "homo_energy_ha": -0.353,
  "orbital_gap_ev": 10.26,
  "max_force_ev_per_a": 1.53,
  "charge": 0,
  "multiplicity": 1,
  "e_lumo_ha": 0.024
}

=====

{
  "formula": "C2H8N4O",
  "method": "ωB97M-V/def2-TZVPD",
  "elements": ["N", "C", "N", "N", "O", "C", "N", "H", "H", "H", "H", "H", "H", "H", "H"],
  "xyz": [[1.37, -0.37, 1.36], [0.88, 0.59, 0.62], [1.19, 1.84, 0.56], [-0.43, 0.14, -0.20], [-1.55, 0.98, -0.09], [-0.41, -0.86, -1.07], [-1.60, -1.20, -1.62], [0.99, -1.28, 1.30], [2.28, -0.44, 1.87], [1.82, 2.10, 1.36], [0.87, 2.56, -0.03], [-2.02, 0.71, 0.77], [0.38, -1.60, -1.27], [-1.65, -2.00, -2.23], [-2.40, -0.70, -1.27]],
  "nbo_charge": [-0.71, 0.71, -0.68, -0.13, -0.47, 0.35, -0.65, 0.44, 0.48, 0.46, 0.48, 0.52, 0.29, 0.46, 0.45],
  "homo_energy_ha": -0.738,
  "orbital_gap_ev": 11.25,
  "max_force_ev_per_a": 4.59,
  "charge": 2,
  "multiplicity": 1,
  "e_lumo_ha": -0.325
}